(1)
7
Properties=species:S:1:pos:R:3:nbo_charge:R:1 method="wB97M-V/def2-TZVPD" relative_energy_kcal_mol=75.6 orbital_gap_ha="0.3093 / 0.1775" charge=0 lumo_ha="-0.0494 / -0.1235" spin_multiplicity=1
C 1.85 -1.20 -0.03 -0.60
P 1.37 0.24 0.47 0.46
P -0.76 0.38 -0.17 0.03
Br 5.00 0.07 -0.03 -0.10
H 2.56 -1.99 -0.12 0.21
H -1.21 0.47 1.15 0.00
H -0.69 1.77 -0.28 -0.01

***

(2)
11
Properties=species:S:1:pos:R:3:nbo_charge:R:1 method="wB97M-V/def2-TZVPD" relative_energy_kcal_mol=30.6 orbital_gap_ha=0.3625 charge=0 lumo_ha=0.0368 spin_multiplicity=1 smiles=NN.C
C -1.76 0.07 0.04 -0.85
H -2.45 0.44 0.83 0.22
H -1.08 0.87 -0.27 0.20
H -2.36 -0.21 -0.86 0.22
H -1.26 -0.83 0.42 0.22
H 2.82 -0.01 -0.51 0.34
H 1.87 1.22 -0.03 0.33
H 0.28 -0.08 -0.43 0.34
H 0.78 -1.10 0.75 0.33
N 2.12 0.26 0.18 -0.67
N 1.05 -0.63 -0.11 -0.68

***

(3)
46
Properties=species:S:1:pos:R:3:nbo_charge:R:1 method="wB97M-V/def2-TZVPD" relative_energy_kcal_mol=51.7 orbital_gap_ha=0.3558 charge=0 lumo_ha=0.0243 spin_multiplicity=1 smiles="O=C(CC[C@@H]1CNCCO1)NC(=O)N[C@@H]1CCc2ccccc21"
O 0.67 -3.99 0.62 -0.66
O 3.87 -1.54 1.66 -0.60
O 0.60 1.21 -1.49 -0.56
C 0.96 -2.83 0.45 0.79
C 2.87 -1.44 0.99 0.68
C -3.73 -0.57 3.16 -0.20
C -3.01 -1.73 3.39 -0.22
C -3.63 0.09 1.90 -0.24
C -2.21 -2.30 2.38 -0.18
C -2.87 -0.51 0.94 0.06
C -2.16 -1.70 1.16 -0.07
N 2.27 -2.62 0.77 -0.63
N 1.99 3.69 -1.66 -0.63
N 0.05 -1.86 0.07 -0.63
C -0.05 2.37 -2.01 -0.07
C 2.52 -0.09 0.36 -0.50
C -2.56 0.07 -0.36 -0.44
C 0.55 3.66 -1.41 -0.25
C 2.72 2.46 -1.30 -0.25
C -1.38 -2.10 -0.06 -0.08
C -1.97 -1.17 -1.08 -0.40
C 2.58 -0.11 -1.16 -0.42
C 2.02 1.17 -1.80 0.10
H -4.29 -0.15 3.98 0.21
H -2.96 -2.23 4.35 0.21
H -4.14 1.05 1.75 0.21
H -1.56 -3.16 2.59 0.23
H 2.70 -3.42 1.25 0.45
H 2.43 4.49 -1.21 0.37
H 0.39 -0.93 0.07 0.40
H 0.04 2.41 -3.13 0.17
H -1.12 2.32 -1.75 0.20
H 3.22 0.64 0.80 0.25
H 1.55 0.21 0.71 0.22
H -3.49 0.46 -0.86 0.22
H -1.80 0.84 -0.29 0.21
H 0.06 4.51 -1.89 0.21
H 0.29 3.63 -0.33 0.16
H 3.74 2.51 -1.68 0.21
H 2.76 2.42 -0.20 0.16
H -1.60 -3.16 -0.33 0.25
H -1.29 -0.81 -1.87 0.23
H -2.81 -1.67 -1.58 0.21
H 2.05 -0.98 -1.52 0.23
H 3.61 -0.26 -1.49 0.22
H 2.16 1.11 -2.88 0.18

***

(4)
51
Properties=species:S:1:pos:R:3:nbo_charge:R:1 method="wB97M-V/def2-TZVPD" relative_energy_kcal_mol=16.1 orbital_gap_ha=0.2874 charge=0 lumo_ha=-0.0128 spin_multiplicity=1
Pd 0.04 -0.09 0.28 0.90
O -3.46 1.79 1.25 -0.62
C -2.64 0.94 0.96 0.78
O -1.44 1.21 0.56 -0.71
C -3.05 -0.54 1.06 -0.85
P -1.73 -1.63 0.48 0.95
C -2.36 -3.34 0.66 -0.35
C -2.70 -4.15 -0.42 -0.20
C -3.28 -5.39 -0.18 -0.20
C -3.51 -5.83 1.11 -0.19
C -3.16 -5.03 2.19 -0.23
C -2.58 -3.79 1.96 -0.13
C -1.73 -1.45 -1.34 -0.36
C -0.78 -2.19 -2.07 -0.23
C -0.67 -2.03 -3.44 -0.20
C -1.48 -1.13 -4.11 -0.21
C -2.42 -0.40 -3.40 -0.22
C -2.54 -0.56 -2.03 -0.14
H -3.98 -0.71 0.50 0.26
H -3.28 -0.75 2.11 0.27
H -2.54 -3.83 -1.43 0.23
H -3.55 -6.02 -1.03 0.22
H -3.96 -6.80 1.28 0.22
H -3.33 -5.37 3.20 0.22
H -2.30 -3.17 2.80 0.21
H -0.13 -2.88 -1.55 0.22
H 0.07 -2.61 -3.98 0.21
H -1.39 -1.00 -5.18 0.22
H -3.06 0.31 -3.92 0.22
H -3.28 0.04 -1.50 0.21
C 4.05 5.15 -1.59 -0.26
O 4.73 3.95 -1.91 -0.48
C 4.13 2.79 -1.58 0.38
C 4.87 1.63 -1.92 -0.32
C 4.35 0.41 -1.63 -0.10
C 3.08 0.24 -0.99 -0.37
C 2.63 -1.07 -0.65 0.58
C 3.38 -2.32 -1.01 -0.69
O 1.57 -1.33 -0.01 -0.64
C 2.34 1.43 -0.67 0.55
O 1.18 1.47 -0.10 -0.68
C 2.91 2.69 -0.98 -0.42
H 4.71 5.96 -1.90 0.20
H 3.88 5.22 -0.51 0.19
H 3.10 5.23 -2.11 0.18
H 5.83 1.74 -2.40 0.23
H 4.93 -0.46 -1.89 0.21
H 4.34 -2.17 -1.48 0.22
H 2.74 -2.89 -1.70 0.24
H 3.50 -2.92 -0.11 0.24
H 2.31 3.56 -0.72 0.24

***

(5)
193
Properties=species:S:1:pos:R:3:lowdin_charge:R:1 method="wB97M-V/def2-TZVPD" orbital_gap_ha=0.0646 charge=-1 lumo_ha=-0.0146 spin_multiplicity=1
Tl -19.74 -12.69 18.11 1.11
O -17.59 -17.11 20.19 0.34
C -17.37 -17.32 21.27 -0.22
O -17.56 -17.56 22.42 0.36
B -17.92 -17.00 23.69 -0.60
O -17.68 -15.78 24.36 0.32
C -18.18 -15.30 25.34 -0.20
O -18.96 -14.88 26.13 0.27
O -11.09 -17.40 19.85 -0.02
C -7.16 -18.32 22.27 0.01
O -7.73 -17.69 23.05 -0.01
C -17.27 -18.09 25.74 -0.31
O -17.86 -18.07 24.60 0.24
O -17.39 -18.15 26.88 0.19
O -5.53 -18.36 15.26 0.20
C -5.31 -18.96 14.28 -0.46
O -5.21 -19.36 13.25 0.26
B -11.25 -16.40 18.92 -0.68
O -9.75 -15.53 18.66 0.23
C -9.27 -14.47 18.90 -0.29
O -9.05 -13.37 19.37 0.15
O -12.20 -15.95 18.07 0.23
C -12.80 -16.94 17.51 -0.21
O -13.56 -17.88 17.33 0.15
C -7.38 -9.07 17.15 -0.35
O -8.43 -8.49 17.23 0.16
O -6.32 -9.55 16.98 0.19
O -21.19 -17.72 15.94 0.13
C -20.00 -17.86 16.04 -0.42
O -19.36 -18.98 16.18 0.26
B -17.95 -18.72 16.45 -0.83
O -17.76 -17.19 16.27 0.20
C -19.00 -16.72 16.03 -0.32
O -19.27 -15.52 15.85 0.09
O -17.05 -19.50 15.54 0.19
C -16.16 -20.20 16.37 -0.32
O -15.30 -20.94 16.00 0.16
C -16.52 -19.85 17.83 -0.42
O -17.59 -19.12 17.81 0.22
O -15.91 -20.18 18.82 0.14
O -25.00 -9.84 23.51 0.14
C -24.79 -10.25 22.39 -0.34
O -24.10 -9.71 21.37 0.19
B -24.28 -10.56 20.17 -0.89
O -25.12 -11.65 20.56 0.24
C -25.46 -11.58 21.81 -0.39
O -26.09 -12.36 22.46 0.15
O -22.90 -11.02 19.73 0.20
C -22.69 -10.68 18.47 -0.29
O -21.67 -10.93 17.77 -0.04
C -23.87 -9.80 18.02 -0.38
O -24.72 -9.74 19.04 0.24
O -24.01 -9.20 17.01 0.18
C -24.49 -15.86 13.12 -0.07
C -24.03 -16.36 14.31 -0.08
C -23.18 -15.69 15.16 0.01
C -22.88 -14.34 14.75 -0.12
C -23.36 -13.78 13.59 -0.02
C -24.14 -14.55 12.72 -0.04
N -21.86 -13.54 15.46 -0.34
O -21.69 -13.80 16.63 -0.09
O -21.25 -12.76 14.82 0.12
H -25.10 -16.42 12.45 0.09
H -24.26 -17.39 14.55 0.12
H -22.76 -16.18 16.05 0.11
H -23.07 -12.78 13.35 0.10
H -24.54 -14.14 11.81 0.10
C -26.77 -15.21 18.39 -0.05
C -25.60 -15.22 17.61 -0.07
C -24.42 -15.06 18.29 -0.01
C -24.33 -14.87 19.67 -0.13
C -25.48 -14.84 20.45 -0.02
C -26.66 -15.02 19.79 -0.07
N -22.99 -14.77 20.28 -0.30
O -22.95 -14.75 21.49 0.08
O -21.99 -14.70 19.58 0.05
H -27.76 -15.34 17.93 0.12
H -25.68 -15.01 16.59 0.09
H -23.50 -14.92 17.76 0.09
H -25.44 -14.79 21.55 0.13
H -27.60 -15.01 20.34 0.11
C -28.73 -10.63 17.60 -0.06
C -27.83 -11.45 18.27 -0.04
C -26.67 -11.82 17.61 -0.01
C -26.42 -11.42 16.31 -0.12
C -27.24 -10.44 15.72 -0.01
C -28.38 -10.13 16.35 -0.11
N -25.10 -11.76 15.73 -0.31
O -24.41 -12.48 16.41 0.09
O -24.81 -11.25 14.65 0.08
H -29.67 -10.26 18.05 0.12
H -28.06 -11.78 19.28 0.11
H -26.07 -12.58 18.11 0.11
H -26.84 -9.83 14.84 0.15
H -29.11 -9.41 15.95 0.11
C -20.19 -8.08 21.57 -0.09
C -20.79 -9.29 21.33 -0.04
C -19.93 -10.34 21.04 -0.01
C -18.53 -10.14 21.19 -0.14
C -17.97 -8.93 21.51 0.02
C -18.84 -7.79 21.60 -0.04
N -17.66 -11.31 20.92 -0.31
O -16.46 -11.17 20.84 0.09
O -18.22 -12.40 20.73 -0.07
H -20.85 -7.24 21.78 0.12
H -21.85 -9.46 21.42 0.09
H -20.36 -11.35 20.90 0.11
H -16.87 -8.86 21.53 0.13
H -18.43 -6.88 21.84 0.08
C -22.62 -12.41 24.58 -0.05
C -21.41 -11.98 24.02 -0.04
C -20.55 -12.90 23.44 0.04
C -20.99 -14.26 23.54 -0.18
C -22.16 -14.74 24.05 -0.03
C -22.98 -13.77 24.63 -0.03
N -20.15 -15.25 22.92 -0.31
O -19.45 -14.98 21.97 0.10
O -20.15 -16.39 23.46 0.02
H -23.19 -11.66 25.15 0.12
H -21.17 -10.92 23.97 0.11
H -19.65 -12.66 23.01 0.07
H -22.49 -15.75 23.92 0.12
H -23.82 -14.10 25.22 0.11
C -21.12 -17.74 20.44 -0.06
C -22.36 -17.74 21.09 -0.07
C -23.50 -18.01 20.38 -0.01
C -23.35 -18.46 19.06 -0.11
C -22.09 -18.60 18.48 0.02
C -20.97 -18.25 19.19 -0.03
N -24.56 -18.81 18.27 -0.33
O -25.53 -18.14 18.53 0.07
O -24.47 -19.62 17.34 0.08
H -20.24 -17.46 21.04 0.10
H -22.39 -17.46 22.13 0.10
H -24.46 -17.92 20.85 0.12
H -22.01 -19.05 17.53 0.10
H -20.03 -18.33 18.76 0.09
C -15.28 -8.53 15.99 -0.06
C -15.99 -9.44 16.84 -0.03
C -15.54 -10.79 17.03 0.04
C -14.47 -11.17 16.18 -0.12
C -13.76 -10.27 15.45 -0.03
C -14.18 -8.97 15.27 -0.08
N -13.84 -12.53 16.29 -0.34
O -14.43 -13.31 17.01 0.07
O -12.85 -12.81 15.66 0.08
H -15.59 -7.51 15.92 0.09
H -16.83 -9.03 17.41 0.09
H -15.93 -11.42 17.77 0.09
H -12.82 -10.41 14.92 0.12
H -13.58 -8.25 14.79 0.09
C -14.61 -15.56 13.23 -0.08
C -15.18 -14.70 12.39 -0.11
C -16.20 -13.81 12.77 0.02
C -16.47 -13.80 14.14 -0.16
C -15.96 -14.65 15.02 -0.05
C -15.03 -15.56 14.58 -0.02
N -17.52 -12.88 14.66 -0.30
O -17.50 -12.74 15.88 -0.03
O -18.17 -12.23 13.87 0.08
H -13.77 -16.22 12.89 0.13
H -14.77 -14.55 11.39 0.11
H -16.65 -13.19 12.01 0.12
H -16.32 -14.67 16.02 0.11
H -14.55 -16.24 15.29 0.10
C -21.85 -8.20 14.36 -0.07
C -20.87 -9.18 14.31 -0.03
C -20.15 -9.43 15.46 0.00
C -20.31 -8.56 16.52 -0.16
C -21.24 -7.58 16.61 -0.01
C -21.98 -7.41 15.46 -0.09
N -19.46 -8.85 17.70 -0.33
O -18.97 -9.95 17.72 -0.06
O -19.37 -7.98 18.51 0.10
H -22.43 -7.91 13.50 0.11
H -20.74 -9.79 13.45 0.11
H -19.47 -10.26 15.50 0.11
H -21.31 -7.03 17.54 0.13
H -22.80 -6.64 15.38 0.13
C -12.63 -12.46 21.76 -0.04
C -13.48 -13.45 22.20 -0.05
C -14.63 -13.19 22.95 0.01
C -14.93 -11.89 23.27 -0.18
C -14.12 -10.85 22.79 -0.03
C -12.98 -11.14 22.11 -0.07
N -16.06 -11.59 24.12 -0.32
O -16.31 -10.38 24.33 0.05
O -16.74 -12.51 24.53 0.06
H -11.70 -12.79 21.29 0.11
H -13.22 -14.45 22.04 0.09
H -15.28 -13.97 23.30 0.10
H -14.42 -9.86 22.97 0.10
H -12.37 -10.29 21.77 0.12

***

(6)
18
Properties=species:S:1:pos:R:3:nbo_charge:R:1 method="wB97M-V/def2-TZVPD" relative_energy_kcal_mol=0.0 orbital_gap_ha=0.3025 charge=-1 lumo_ha=0.1550 spin_multiplicity=1
C 2.27 0.45 -2.54 -0.73
C 1.38 0.66 -1.29 0.76
O 0.30 1.26 -1.45 -0.79
O 1.86 0.21 -0.22 -0.80
H 3.02 -0.32 -2.33 0.20
H 2.75 1.40 -2.78 0.20
H 1.70 0.16 -3.42 0.19
C -1.25 0.27 1.29 -0.41
C -2.02 -0.61 0.32 -0.60
C -0.37 -0.54 2.23 -0.60
H -0.62 0.98 0.75 0.27
H -1.96 0.88 1.87 0.16
H -2.37 -1.53 0.80 0.17
H -1.36 -0.87 -0.52 0.23
H 0.30 -1.17 1.65 0.22
H 0.26 0.09 2.86 0.20
H -2.91 -0.11 -0.10 0.19
H -0.96 -1.21 2.87 0.16

***

(7)
93
Properties=species:S:1:pos:R:3:nbo_charge:R:1 method="wB97M-V/def2-TZVPD" orbital_gap_ha=0.3250 charge=+1 lumo_ha=-0.0672 spin_multiplicity=1
Ga 0.24 -0.06 -0.22 1.97
C -3.16 -2.07 -2.51 -0.41
N -2.18 -2.96 -1.93 -0.40
C -2.35 -4.33 -2.34 -0.41
C -1.20 -2.57 -1.09 0.72
N -1.25 -1.45 -0.37 -0.80
C -2.43 -0.81 0.00 0.21
C -3.54 -1.51 0.46 -0.28
C -4.66 -0.82 0.91 -0.21
C -4.66 0.56 0.93 -0.24
C -3.55 1.27 0.50 -0.19
C -2.43 0.59 0.02 0.08
N -1.26 1.24 -0.34 -0.81
C -1.25 2.42 -0.99 0.73
N -2.24 2.75 -1.84 -0.40
C -2.98 1.78 -2.61 -0.42
C -2.63 4.12 -2.08 -0.41
N -0.25 3.29 -0.79 -0.40
C 0.41 3.42 0.49 -0.41
C 0.31 4.05 -1.88 -0.42
N -0.12 -3.37 -0.98 -0.42
C 0.57 -3.89 -2.14 -0.41
C 0.54 -3.60 0.29 -0.41
H -4.14 -2.21 -2.04 0.21
H -3.24 -2.29 -3.58 0.22
H -2.85 -1.04 -2.40 0.23
H -3.42 -4.56 -2.32 0.21
H -1.84 -5.00 -1.66 0.22
H -1.98 -4.50 -3.36 0.21
H -3.53 -2.59 0.46 0.22
H -5.52 -1.37 1.26 0.23
H -5.53 1.10 1.29 0.23
H -3.56 2.35 0.54 0.21
H -2.38 0.88 -2.71 0.24
H -3.14 2.19 -3.60 0.22
H -3.94 1.54 -2.15 0.20
H -2.28 4.76 -1.28 0.22
H -3.72 4.15 -2.10 0.22
H -2.27 4.50 -3.04 0.21
H -0.01 2.71 1.20 0.22
H 0.27 4.44 0.85 0.20
H 1.48 3.22 0.40 0.23
H -0.04 3.66 -2.83 0.24
H 1.39 3.93 -1.86 0.22
H 0.08 5.11 -1.80 0.20
H 0.22 -3.39 -3.04 0.23
H 0.46 -4.97 -2.26 0.20
H 1.63 -3.67 -2.03 0.22
H 0.09 -2.97 1.05 0.22
H 1.60 -3.38 0.22 0.23
H 0.41 -4.65 0.57 0.20
C 0.88 -1.05 4.36 -1.00
P -0.47 -0.47 3.29 1.96
C -1.14 1.07 3.99 -1.00
C -1.80 -1.71 3.40 -1.00
O 0.00 -0.28 1.88 -1.16
H 0.52 -1.20 5.38 0.25
H 1.68 -0.31 4.36 0.26
H 1.26 -1.99 3.97 0.26
H -1.42 0.92 5.03 0.25
H -2.01 1.37 3.42 0.26
H -0.38 1.85 3.93 0.26
H -2.13 -1.82 4.43 0.25
H -1.42 -2.67 3.05 0.25
H -2.64 -1.41 2.78 0.27
F 0.97 0.91 -2.12 -0.57
B 0.38 0.37 -3.34 1.35
F -0.23 1.38 -4.00 -0.54
F -0.57 -0.52 -2.81 -0.57
F 1.31 -0.29 -4.06 -0.53
C 8.35 -0.55 -0.01 -0.63
C 6.86 -0.44 -0.01 0.02
C 6.18 -0.10 -1.17 -0.22
C 4.80 0.02 -1.20 0.03
C 4.09 0.39 -2.46 -0.64
C 4.09 -0.21 -0.02 -0.12
C 4.75 -0.54 1.16 0.02
C 3.95 -0.76 2.40 -0.64
C 6.13 -0.65 1.15 -0.22
C 2.60 -0.12 -0.03 0.81
O 2.02 0.92 0.32 -0.71
O 1.92 -1.12 -0.40 -0.77
H 8.73 -0.72 -1.02 0.22
H 8.69 -1.35 0.64 0.22
H 8.79 0.38 0.35 0.23
H 6.74 0.08 -2.08 0.21
H 4.80 0.55 -3.27 0.22
H 3.52 1.31 -2.33 0.23
H 3.39 -0.38 -2.76 0.24
H 3.16 -1.49 2.21 0.21
H 3.48 0.17 2.71 0.22
H 4.57 -1.12 3.22 0.23
H 6.64 -0.92 2.06 0.21

***

(8)
43
Properties=species:S:1:pos:R:3:nbo_charge:R:1 method="wB97M-V/def2-TZVPD" relative_energy_kcal_mol=50.2 orbital_gap_ha=0.1514 charge=-1 lumo_ha=0.0612 spin_multiplicity=1
Os -0.25 0.40 -0.04 1.12
Se -2.79 3.24 -1.06 0.61
N -3.76 3.31 0.54 -0.75
C -3.32 2.36 1.36 0.12
C -3.66 1.98 2.67 -0.39
C -2.94 0.91 3.29 -0.24
C -1.94 0.20 2.70 -0.13
N -1.61 0.55 1.39 -0.48
C -2.26 1.57 0.83 0.35
N -1.76 1.83 -0.36 -0.76
H -4.44 2.50 3.21 0.20
H -3.22 0.63 4.30 0.20
H -1.41 -0.62 3.15 0.20
C -1.10 -0.64 -1.07 0.25
C -1.86 -1.43 -1.98 -0.13
C -1.53 -1.47 -3.33 -0.16
C -2.30 -2.22 -4.20 -0.22
C -3.40 -2.93 -3.71 -0.19
C -3.73 -2.88 -2.37 -0.22
C -2.96 -2.14 -1.49 -0.15
H -0.68 -0.91 -3.69 0.23
H -2.05 -2.26 -5.25 0.21
H -4.00 -3.51 -4.40 0.21
H -4.59 -3.43 -2.00 0.22
H -3.21 -2.09 -0.44 0.23
O 2.91 -1.76 0.41 -0.38
N 2.00 -1.04 0.13 0.72
O 1.97 -0.27 -0.85 -0.46
O 0.91 -1.03 0.85 -0.48
Br 4.20 4.81 4.17 0.02
C 3.39 4.88 2.45 -0.07
C 3.56 6.02 1.68 -0.25
C 2.97 6.07 0.43 -0.21
C 2.24 5.00 -0.05 -0.19
C 2.09 3.86 0.74 -0.05
C 2.66 3.80 2.00 -0.23
C 1.29 2.70 0.21 0.76
O 1.05 2.61 -1.00 -0.67
O 0.90 1.85 1.08 -0.77
H 4.13 6.85 2.07 0.22
H 3.09 6.96 -0.18 0.21
H 1.79 5.01 -1.03 0.24
H 2.51 2.92 2.61 0.25